[1]
{
  "formula": "C38H53BCl2NO13P3S",
  "method": "ωB97M-V/def2-TZVPD",
  "species": ["C", "C", "C", "C", "B", "C", "O", "C", "C", "C", "P", "P", "O", "O", "O", "C", "C", "Cl", "C", "C", "Cl", "C", "O", "C", "C", "P", "S", "C", "C", "O", "N", "O", "C", "O", "C", "C", "C", "C", "C", "C", "C", "C", "O", "H", "H", "H", "H", "H", "H", "H", "H", "H", "H", "H", "H", "H", "H", "H", "H", "H", "H", "H", "H", "H", "H", "H", "H", "H", "H", "H", "H", "H", "C", "C", "O", "C", "H", "H", "H", "H", "H", "H", "C", "C", "O", "C", "H", "H", "H", "H", "H", "H", "C", "C", "O", "C", "H", "H", "H", "H", "H", "H", "C", "C", "O", "C", "H", "H", "H", "H", "H", "H"],
  "coordinates": [[5.0134, 5.2584, -0.0577], [4.1187, 4.4420, -0.2588], [3.4587, 3.0575, -0.5083], [3.4519, 2.5778, -1.9516], [4.0963, 3.5930, -3.0644], [5.6094, 3.4988, -3.5987], [3.2378, 4.6287, -3.5399], [2.8867, 1.2454, -2.3241], [2.2690, 0.3799, -1.2306], [2.2738, 0.8662, 0.1885], [1.5186, -0.1380, 1.5968], [-0.6418, 0.2565, 1.4043], [-1.2450, -0.3851, 0.1830], [-0.7820, 1.9341, 1.4459], [-1.3512, -0.3113, 2.8114], [2.8798, 2.2003, 0.6104], [2.9329, 2.7071, 2.0979], [4.7379, 2.8146, 2.5264], [2.2298, 4.1530, 2.3395], [1.2182, 4.0252, 3.5775], [3.5355, 5.3407, 2.9301], [1.6856, -1.0240, -1.6922], [1.7849, -2.0002, -0.9671], [1.0298, -1.0871, -3.1344], [-0.1343, -1.9938, -3.4691], [-0.9008, -3.0956, -2.1434], [-0.2404, -4.9220, -2.4873], [-0.6499, -1.9910, -4.9064], [-1.8406, -2.9845, -5.2655], [-3.0261, -2.7481, -4.4630], [-4.0036, -3.7027, -4.6830], [-3.9735, -4.4711, -3.7855], [-0.0718, -1.1365, -5.9876], [-0.4771, -1.1134, -7.3286], [-1.7748, -0.4873, -7.5275], [-2.0903, 0.7485, -6.5794], [-3.0244, 0.3306, -5.3289], [1.1051, -0.2242, -5.6331], [1.7485, 0.6600, -6.7787], [1.3304, 2.2023, -6.5021], [1.6399, -0.2136, -4.2317], [2.8867, 0.6683, -3.7869], [3.7915, 0.8176, -4.5976], [5.8480, 6.0076, 0.0120], [6.3430, 3.4558, -2.7297], [5.6881, 2.5905, -4.2694], [5.9176, 4.3944, -4.2297], [3.6139, 5.4730, -3.2075], [1.7732, -1.5321, 1.4509], [-1.1078, 2.1977, 0.5540], [-1.9802, 0.3726, 3.1338], [2.5024, 1.9994, 2.8580], [1.7645, 4.5949, 1.4136], [1.1451, 5.0331, 4.1034], [0.2126, 3.7262, 3.1609], [1.6450, 3.2946, 4.3318], [-2.3218, -3.1437, -2.1965], [-0.5451, -2.7110, -0.8179], [-2.1091, -2.8498, -6.3552], [-1.5465, -4.0726, -5.1195], [-2.6215, -1.2553, -7.5327], [-1.7585, -0.0751, -8.5934], [-1.1889, 1.3504, -6.2724], [-2.7442, 1.4567, -7.1952], [-3.5549, -0.6215, -5.6692], [-2.4370, 0.0990, -4.3959], [-3.8595, 1.0809, -5.1512], [1.3667, 0.4082, -7.8082], [2.8787, 0.5430, -6.8213], [2.2240, 2.8626, -6.7076], [0.4810, 2.4647, -7.2156], [0.9669, 2.2441, -5.4334], [-1.3908, -3.6856, 2.8915], [-1.2940, -4.6606, 1.7501], [-1.3444, -4.2914, 0.5939], [-1.1319, -6.1177, 2.0968], [-1.5045, -2.6759, 2.4953], [-2.2582, -3.9199, 3.5057], [-0.4801, -3.7256, 3.4931], [-1.9907, -6.4585, 2.6786], [-0.2097, -6.2645, 2.6631], [-1.0756, -6.7038, 1.1777], [1.0844, 1.2265, 8.1832], [1.4765, 2.3757, 7.2918], [1.4240, 2.2826, 6.0823], [1.9365, 3.6452, 7.9598], [0.7752, 0.3806, 7.5673], [1.9367, 0.9221, 8.7939], [0.2483, 1.5193, 8.8214], [2.8264, 3.4478, 8.5607], [1.1380, 4.0450, 8.5881], [2.1860, 4.3851, 7.1975], [-4.6422, 3.4710, 1.0869], [-4.6300, 2.2704, 1.9964], [-3.9293, 2.2381, 2.9912], [-5.5181, 1.1116, 1.6272], [-3.9565, 4.2258, 1.4757], [-4.3147, 3.1825, 0.0859], [-5.6463, 3.8977, 1.0473], [-5.2294, 0.7183, 0.6503], [-6.5615, 1.4331, 1.6118], [-5.4068, 0.3200, 2.3697], [-2.1374, -7.3416, 6.2303], [-1.7922, -5.8795, 6.1158], [-2.2979, -5.1762, 5.2651], [-0.7943, -5.3244, 7.0987], [-2.8659, -7.6024, 5.4610], [-1.2413, -7.9481, 6.0840], [-2.5746, -7.5448, 7.2099], [0.1612, -5.8417, 6.9906], [-1.1721, -5.4385, 8.1167], [-0.6422, -4.2626, 6.8986]],
  "forces_ev_per_angstrom": [[-0.51, -0.24, -0.76], [1.05, -1.81, -0.04], [-0.88, -1.07, -0.44], [-0.68, -1.49, 1.40], [-0.17, 0.62, -0.35], [0.30, 0.46, 0.07], [1.03, -0.53, 1.47], [-0.49, 0.21, 2.93], [1.07, 2.40, -0.58], [0.60, 0.73, -1.48], [0.88, 1.19, 1.02], [-1.42, -1.08, -0.91], [0.57, 1.33, 1.43], [-0.03, -2.04, -0.51], [0.84, 1.98, -1.63], [-0.05, -0.47, -3.03], [0.28, 0.55, -0.62], [-0.91, -1.15, -0.30], [0.28, -0.22, 1.41], [0.56, 0.51, -0.71], [-1.33, 0.22, -0.42], [0.00, 0.22, 0.04], [-0.31, 1.37, -1.20], [-0.90, 0.23, -2.21], [1.37, 2.71, -1.69], [0.82, -1.55, -0.13], [-0.03, 0.19, -0.29], [0.39, 0.40, 0.58], [0.85, -0.14, -1.19], [1.48, 1.55, -0.04], [0.06, -1.73, 1.07], [-0.77, 0.43, -0.97], [1.93, 0.39, 3.11], [-0.58, 0.00, 2.00], [-0.63, 1.24, -1.07], [-1.58, 0.02, 0.20], [-0.10, -0.46, -1.01], [-0.29, -1.67, 0.84], [-0.24, 0.52, 0.35], [0.20, -0.96, -0.48], [-1.83, -1.38, 0.48], [-0.45, -0.57, -0.84], [-1.04, 0.45, 1.62], [-1.63, -1.19, 0.07], [-0.81, -0.35, -1.09], [0.09, 0.79, 0.96], [-0.56, -1.00, 0.75], [-0.28, -0.50, -0.77], [-0.66, 0.52, -0.70], [0.28, -0.24, 0.72], [0.28, -0.41, -0.02], [0.46, 0.57, -1.20], [0.66, -0.56, 0.99], [-0.08, -1.29, -0.85], [1.02, 0.08, 0.74], [-0.80, 0.91, -1.11], [0.61, 0.85, -0.03], [-0.30, 0.61, -0.95], [0.38, -0.14, 1.13], [0.03, 1.37, 0.05], [1.14, 0.96, 0.36], [0.30, -0.72, 1.33], [-0.84, -0.92, -0.38], [0.99, -0.93, 0.61], [0.65, 1.21, 0.76], [-0.74, 0.35, -0.95], [1.31, -0.71, -0.02], [0.22, -0.20, 1.35], [-1.57, 0.12, 0.39], [-1.19, -0.53, 0.46], [1.13, -0.12, 1.08], [0.51, 0.51, -1.20], [-0.05, 0.43, -0.49], [0.02, 0.25, -0.35], [-0.13, -0.15, 0.48], [-0.04, -0.21, -0.43], [0.05, -0.15, -0.03], [0.24, -0.04, 0.10], [-0.16, -0.12, 0.20], [0.14, 0.05, 0.19], [-0.13, -0.01, 0.16], [0.02, 0.10, 0.06], [-0.10, -0.23, -0.29], [-0.01, -0.03, -0.43], [0.03, -0.18, 0.60], [0.06, 0.18, -0.34], [0.04, 0.11, 0.04], [-0.11, 0.10, 0.15], [0.15, 0.00, 0.15], [-0.14, 0.02, 0.16], [0.12, -0.08, 0.16], [-0.02, -0.09, 0.06], [0.28, 0.21, 0.24], [0.28, -0.11, 0.47], [-0.12, -0.05, -0.41], [0.13, -0.18, 0.28], [-0.07, -0.09, -0.01], [-0.23, 0.01, -0.05], [0.01, -0.09, -0.21], [-0.17, 0.08, -0.05], [0.03, -0.01, -0.21], [0.00, 0.09, -0.07], [-0.21, 0.01, -0.30], [-0.22, 0.24, -0.32], [0.07, -0.36, 0.53], [-0.02, 0.35, -0.15], [0.08, 0.05, 0.07], [-0.02, -0.03, 0.21], [0.19, -0.09, 0.03], [-0.06, -0.09, 0.19], [0.15, -0.15, 0.01], [-0.04, -0.11, 0.00]],
  "mulliken_charge": [-0.19, -1.35, 1.10, 0.31, 0.80, -0.83, -0.72, 0.16, 0.45, -0.08, -0.41, 0.98, -0.56, -0.29, -0.49, -0.25, -0.58, -0.14, 0.32, -1.07, -0.21, -0.08, -0.50, 0.19, 0.25, 0.79, -0.50, 0.06, -1.34, -0.09, 0.00, -0.20, 0.14, -0.58, -0.64, -0.13, -0.70, 0.14, -0.87, -1.15, 0.82, -0.15, -0.52, 0.36, 0.28, 0.24, 0.26, 0.31, 0.12, 0.27, 0.28, 0.51, 0.39, 0.41, 0.10, 0.35, 0.07, 0.06, 0.36, 0.57, 0.28, 0.36, -0.02, 0.42, 0.10, 0.10, 0.39, 0.33, 0.40, 0.28, 0.34, 0.33, -0.61, 0.68, -0.45, -1.12, -0.05, 0.31, 0.33, 0.26, 0.32, 0.33, -1.12, 0.76, -0.50, -1.09, 0.25, 0.33, 0.33, 0.33, 0.35, 0.23, -1.17, 0.94, -0.57, -1.16, 0.29, 0.30, 0.39, 0.32, 0.40, 0.29, -1.18, 0.82, -0.50, -1.13, 0.29, 0.33, 0.39, 0.32, 0.36, 0.28],
  "orbital_gap_ev": 6.2,
  "charge": 0,
  "energy_ev": -132787.0458,
  "homo_energy_ev": -7.411,
  "smiles": "C#Cc1c(B(C)O)c2c(c(PP(=O)(O)O)c1[C@@H](Cl)[C@@H](C)Cl)C(=O)c1c([PH2]=S)c(CON=O)c(OCCC)c(CC)c1C2=O.CC(C)=O.CC(C)=O.CC(C)=O.CC(C)=O"
}

=====

[2]
{
  "formula": "C18H22N5OTi",
  "method": "ωB97M-V/def2-TZVPD",
  "species": ["Ti", "O", "C", "N", "C", "C", "C", "C", "C", "C", "N", "C", "C", "C", "C", "C", "N", "H", "H", "H", "H", "H", "H", "H", "H", "H", "H", "C", "C", "N", "C", "C", "N", "C", "C", "H", "H", "H", "H", "H", "H", "H", "H", "H", "H", "H", "H"],
  "coordinates": [[-0.2515, 0.7321, -0.3516], [0.5995, 2.5111, 2.4696], [0.8969, 2.3386, 1.3335], [-0.0598, 2.4453, 0.2431], [-1.2045, 3.3403, 0.4108], [-2.4401, 2.4963, 0.3794], [-3.6618, 2.9280, 0.8442], [-4.7640, 2.0982, 0.6943], [-4.6076, 0.8590, 0.0689], [-3.3582, 0.4688, -0.3293], [-2.2532, 1.2529, -0.1512], [2.1676, 1.8233, 0.7507], [3.4229, 2.0658, 1.2536], [4.5147, 1.6520, 0.4899], [4.2860, 1.0127, -0.7189], [2.9831, 0.7524, -1.1213], [1.9288, 1.1500, -0.4000], [-1.2347, 4.0389, -0.4317], [-1.0948, 3.9236, 1.3258], [-3.7509, 3.9059, 1.2988], [-5.7368, 2.4127, 1.0516], [-5.4535, 0.2059, -0.0951], [-3.2185, -0.4850, -0.8217], [3.5400, 2.5955, 2.1904], [5.5241, 1.8506, 0.8268], [5.1077, 0.7178, -1.3576], [2.7926, 0.2464, -2.0596], [0.1383, -1.4123, -1.5972], [-0.0993, -2.9608, -1.8668], [0.1579, -3.6648, -0.6419], [1.5026, -3.4180, -0.1519], [1.6437, -1.9145, 0.2772], [0.3929, -1.2169, -0.1411], [-0.7477, -1.7792, 0.6399], [-0.8176, -3.3372, 0.3632], [-0.7833, -0.8507, -1.8907], [0.9916, -1.0379, -2.1656], [0.5863, -3.2803, -2.6490], [-1.1175, -3.1434, -2.2042], [2.2190, -3.6562, -0.9362], [1.7076, -4.0667, 0.6973], [2.4969, -1.4471, -0.2038], [1.7381, -1.7947, 1.3556], [-1.6787, -1.3092, 0.3043], [-0.5924, -1.5598, 1.6972], [-1.8171, -3.6165, 0.0360], [-0.5953, -3.8731, 1.2840]],
  "forces_ev_per_angstrom": [[0.38, 0.04, -0.75], [0.09, 0.37, 0.02], [0.42, 0.01, -0.10], [-0.47, -0.47, 0.85], [-0.08, 0.04, -0.04], [0.07, -0.01, 0.23], [-0.09, -0.02, -0.19], [0.04, 0.00, 0.01], [-0.06, 0.03, 0.02], [0.04, -0.01, -0.06], [-0.22, 0.12, -0.15], [-0.06, 0.03, -0.07], [0.02, 0.00, 0.03], [-0.04, 0.01, 0.01], [0.03, 0.01, 0.01], [-0.01, 0.00, -0.06], [0.07, -0.06, 0.00], [0.10, 0.03, 0.02], [-0.06, -0.09, 0.07], [-0.01, 0.00, -0.01], [0.00, -0.01, -0.01], [0.01, -0.01, -0.01], [0.03, -0.01, 0.01], [0.00, 0.00, 0.00], [0.00, 0.00, 0.00], [-0.01, -0.01, -0.01], [-0.01, 0.00, 0.01], [-0.03, -0.11, 0.10], [-0.02, -0.05, 0.02], [-0.01, 0.03, 0.00], [0.02, 0.04, 0.01], [0.06, -0.10, -0.02], [-0.11, 0.17, 0.04], [-0.04, -0.01, 0.03], [0.00, -0.04, 0.00], [-0.01, -0.06, -0.04], [-0.01, 0.03, 0.02], [0.01, 0.01, 0.00], [0.00, 0.01, 0.01], [0.00, -0.01, 0.00], [-0.01, -0.01, 0.00], [-0.02, 0.02, -0.01], [-0.02, 0.01, 0.00], [-0.02, 0.03, 0.02], [0.03, 0.01, -0.01], [0.00, 0.01, -0.01], [0.00, 0.01, 0.01]],
  "mulliken_charge": [0.85, -0.41, 0.26, -0.12, -0.82, 0.54, -0.85, -0.13, -0.98, 0.08, 0.10, 0.60, -0.66, -0.44, -0.56, -0.40, 0.15, 0.32, 0.50, 0.47, 0.49, 0.43, 0.58, 0.53, 0.50, 0.49, 0.50, -0.24, -0.86, 0.01, -0.94, -0.36, -0.03, 0.12, -0.86, 0.51, 0.37, 0.36, 0.31, 0.40, 0.33, 0.20, 0.56, -0.23, 0.64, 0.47, 0.25],
  "orbital_gap_ev": 5.7,
  "relative_energy_kj_mol": 0.0,
  "charge": 3,
  "energy_ev": -51607.6340,
  "homo_energy_ev": -18.429
}

=====

[3]
{
  "formula": "C19H17N5",
  "method": "ωB97M-V/def2-TZVPD",
  "species": ["C", "C", "N", "N", "C", "C", "C", "C", "C", "C", "C", "C", "C", "C", "C", "C", "C", "C", "N", "N", "N", "C", "C", "C", "H", "H", "H", "H", "H", "H", "H", "H", "H", "H", "H", "H", "H", "H", "H", "H", "H"],
  "coordinates": [[2.5193, 1.5534, -1.2954], [3.1838, 2.0400, -2.1229], [-3.0045, -3.6347, 1.5421], [-4.3502, -0.7751, 3.3381], [-2.8518, -2.3396, 1.8784], [-1.2960, -0.3532, 2.3800], [-1.6515, -1.4609, 1.5738], [-5.4877, -0.7668, 4.0515], [-3.9965, -1.9401, 2.7046], [-6.3317, -1.9151, 4.2126], [1.4000, 1.8634, 0.7910], [0.4548, 1.5024, 1.7686], [-6.0292, -3.0565, 3.4050], [0.7885, -0.0410, -0.5421], [1.6130, 1.0881, -0.2878], [-0.2637, 0.2850, 1.5720], [-4.8687, -2.9524, 2.6107], [-0.0836, -0.4600, 0.3958], [-4.2597, -3.9381, 1.8841], [-0.9808, -1.4533, 0.4163], [5.0439, 2.0170, -3.7187], [4.7962, 0.6279, -4.1399], [5.9496, 2.6636, -4.6960], [3.8678, 2.8633, -3.2051], [-1.8196, -0.0147, 3.2777], [-5.7788, 0.1550, 4.6210], [-7.1080, -1.8756, 4.8304], [2.1045, 2.6927, 1.0783], [0.2722, 2.0527, 2.7442], [-6.6529, -3.8463, 3.5454], [0.8306, -0.3812, -1.4887], [-4.8650, -4.6163, 1.4052], [-1.2210, -2.0613, -0.3263], [3.7838, 0.6557, -4.6621], [5.7364, 0.3636, -4.7799], [4.7793, 0.0026, -3.2235], [6.2405, 3.7032, -4.3798], [5.4279, 2.7973, -5.7145], [6.8920, 1.9816, -4.8807], [3.0231, 3.1826, -3.8614], [4.1936, 3.7909, -2.7019]],
  "forces_ev_per_angstrom": [[-2.22, -1.68, 2.59], [2.72, 2.72, -3.78], [-0.04, 2.41, -1.43], [-0.35, -0.03, 0.63], [1.19, -0.26, 0.68], [0.20, -1.27, -2.18], [-2.60, 0.82, 3.50], [0.58, -0.47, 0.04], [0.47, 3.17, -0.22], [4.59, -0.93, -4.64], [0.23, 1.83, 4.38], [-0.33, -0.88, 0.43], [0.87, 4.65, 1.46], [1.74, 2.44, 1.21], [-0.73, -1.66, -2.18], [-0.07, 1.68, 1.92], [-1.46, -2.88, 0.62], [-0.15, 1.25, 0.90], [-1.77, -1.20, 0.47], [-0.26, -1.61, -0.67], [0.43, 1.82, -0.09], [0.05, 0.90, -0.10], [-0.12, 0.06, -0.88], [0.28, -2.17, 1.11], [0.48, -0.28, -0.41], [0.62, -0.76, -0.81], [-3.18, -0.02, 2.44], [-0.93, -0.72, -0.80], [0.46, -0.50, -1.55], [-1.36, -2.56, -0.23], [0.22, -1.74, -2.93], [1.37, 0.01, 0.27], [0.10, -0.55, -0.61], [1.34, -0.92, 0.11], [-2.26, 0.00, 0.93], [-0.26, 0.05, -0.76], [-0.09, -1.12, -0.07], [0.73, -0.23, 1.03], [-1.78, 1.57, 0.56], [0.83, -0.47, -0.49], [0.45, -0.49, -0.43]],
  "mulliken_charge": [-0.05, -0.33, -0.77, -0.52, 0.03, -1.19, 0.34, -0.30, 1.21, -0.50, -0.45, -0.73, -0.85, -0.68, 0.75, 1.01, -0.06, -0.33, 0.08, -0.06, -0.04, -0.87, -0.85, -0.63, 0.42, 0.35, 0.53, 0.33, 0.30, 0.49, 0.58, 0.28, 0.18, 0.25, 0.34, 0.24, 0.28, 0.32, 0.26, 0.26, 0.36],
  "orbital_gap_ev": 7.4,
  "relative_energy_kj_mol": 516.1,
  "charge": 0,
  "energy_ev": -27424.5005,
  "homo_energy_ev": -7.391,
  "smiles": "CN(C)CC#Cc1ccc2cc(-c3n[nH]c4cccnc34)[nH]c2c1"
}